Entry 1:
{"formula": "C9H36AlCl7N18O9", "method": "the ωB97M-V functional and the def2-TZVPD basis", "symbols": ["Al", "Cl", "Cl", "Cl", "Cl", "Cl", "Cl", "Cl", "C", "O", "N", "N", "H", "H", "H", "H", "C", "O", "N", "N", "H", "H", "H", "H", "C", "O", "N", "N", "H", "H", "H", "H", "C", "O", "N", "N", "H", "H", "H", "H", "C", "O", "N", "N", "H", "H", "H", "H", "C", "O", "N", "N", "H", "H", "H", "H", "C", "O", "N", "N", "H", "H", "H", "H", "C", "O", "N", "N", "H", "H", "H", "H", "C", "O", "N", "N", "H", "H", "H", "H"], "xyz": [[-1.9779, 13.2138, -23.4847], [0.2494, 14.2794, -26.3231], [0.3125, 14.5777, -20.5511], [0.1393, 10.8910, -21.8922], [-5.4432, 13.9852, -23.0684], [-3.2403, 16.2298, -25.0488], [-2.9442, 12.7350, -19.9648], [-4.0502, 10.1907, -24.1679], [3.1598, 9.8520, -24.7117], [4.0574, 10.1145, -25.4613], [3.2414, 9.3822, -23.4546], [1.9912, 9.9565, -25.0937], [4.1829, 9.2575, -23.1110], [2.3722, 9.3371, -22.9422], [1.7627, 10.2330, -26.0379], [1.4039, 9.9342, -24.2723], [0.2843, 17.9311, -24.0412], [0.9315, 17.3192, -23.1495], [0.6513, 18.0654, -25.2315], [-0.8763, 18.4632, -23.9363], [0.0763, 18.6976, -25.7697], [1.5509, 17.8231, -25.6214], [-1.3184, 18.6433, -24.8263], [-1.3489, 17.9971, -23.1751], [3.0461, 13.4654, -23.0406], [3.2268, 14.5114, -22.5502], [2.5860, 13.0538, -24.1925], [3.2057, 12.3910, -22.3028], [2.7977, 12.0988, -24.4437], [2.2800, 13.7850, -24.8185], [3.2211, 11.4826, -22.7442], [3.5531, 12.3656, -21.3548], [-7.9587, 11.6596, -25.4940], [-8.6381, 10.6147, -25.7249], [-7.1126, 11.7302, -24.4717], [-8.2807, 12.7088, -26.0860], [-6.8497, 10.7925, -24.2040], [-6.5037, 12.5212, -24.3175], [-7.6799, 13.5138, -25.9813], [-8.9663, 12.8463, -26.8148], [-2.7810, 8.2537, -20.6155], [-3.8376, 7.9127, -20.0692], [-1.9589, 7.4096, -21.0556], [-2.3271, 9.4542, -20.7179], [-1.1867, 7.8666, -21.5192], [-2.4048, 6.5884, -21.4388], [-2.7057, 10.0826, -20.0236], [-1.4408, 9.5163, -21.1981], [-0.9885, 10.6970, -26.7174], [-1.1243, 11.2788, -25.6337], [-0.9219, 9.4398, -26.9306], [-0.7548, 11.3493, -27.7679], [-0.8844, 8.8383, -27.7411], [-0.8714, 8.8947, -26.0818], [-0.8102, 10.8705, -28.6555], [-0.6975, 12.3504, -27.6469], [-3.5059, 17.8965, -21.1746], [-4.4694, 17.6583, -21.8852], [-2.7543, 18.9377, -21.3095], [-3.2332, 17.0374, -20.2855], [-2.9632, 19.7181, -21.9158], [-2.1934, 19.1822, -20.5059], [-3.8465, 16.2454, -20.1562], [-2.2973, 17.0700, -19.9071], [-6.3290, 10.7654, -20.1802], [-6.0982, 9.6968, -19.5911], [-6.8488, 11.7468, -19.5560], [-6.1941, 11.1922, -21.4099], [-7.1897, 12.4272, -20.2200], [-7.4149, 11.3443, -18.8227], [-6.2960, 12.1325, -21.7642], [-5.6996, 10.5949, -22.0571], [-4.0065, 12.9847, -27.3276], [-2.9820, 13.0903, -26.6206], [-5.0896, 13.4272, -27.0068], [-4.2232, 12.5452, -28.4827], [-5.9128, 13.1267, -27.5089], [-5.2479, 13.9296, -26.1451], [-5.0827, 12.4307, -29.0006], [-3.3316, 12.2134, -28.8219]], "forces_ev_per_angstrom": [[-0.50, -0.28, 0.11], [0.07, -0.09, 0.01], [-0.34, 0.05, -0.29], [0.31, -0.20, -0.84], [0.19, -0.10, -0.19], [0.35, -0.33, 0.16], [0.00, 0.16, -0.59], [0.17, 0.29, 0.03], [3.90, -1.00, 0.63], [4.17, 0.29, -1.34], [1.53, -0.62, 1.07], [-7.48, 0.27, -1.19], [-0.63, 0.10, 0.49], [0.45, -0.07, 0.90], [-0.33, 0.36, 0.61], [-2.04, 0.56, -1.02], [3.70, -3.94, 5.69], [-1.19, 1.52, -1.20], [3.80, 1.31, -7.84], [-4.61, 2.14, 2.73], [0.67, -0.49, -0.53], [-0.31, -0.29, 0.50], [-1.03, -0.64, 0.90], [-1.08, 0.38, -0.31], [-0.33, -2.43, 1.17], [0.82, 5.49, 0.58], [-0.61, 1.12, -3.45], [1.89, -4.83, 2.99], [-0.60, 0.86, -0.60], [-0.31, -0.58, -0.68], [-0.36, 0.27, 0.47], [-0.26, 0.72, -0.33], [-1.34, -7.03, 3.38], [0.69, 0.09, -0.27], [-0.10, -1.04, -0.51], [-0.69, 8.19, -4.20], [0.66, 0.34, 0.38], [0.60, 0.17, 0.48], [-0.11, 0.12, 0.28], [0.13, -0.99, 0.43], [-5.43, 1.85, 3.45], [-0.27, -0.35, 0.07], [4.63, -5.78, -3.08], [-0.05, 2.54, 0.69], [0.17, -1.02, -0.57], [0.52, 0.00, -0.18], [0.37, 0.90, -0.68], [-0.07, 1.69, 0.39], [-0.62, 3.59, 4.82], [0.31, -1.62, 0.14], [0.04, -8.02, 1.94], [0.77, 3.90, -5.74], [0.00, 1.11, -0.20], [-0.47, -0.01, 0.04], [0.24, 0.65, 0.06], [-0.08, 0.58, -0.26], [-4.93, -1.43, -3.67], [-1.41, 1.19, -1.21], [3.49, 4.41, 0.47], [2.58, -2.59, 4.89], [-0.31, -0.73, -0.06], [0.19, 0.05, -0.31], [0.50, -0.12, -0.35], [-0.15, -0.90, 0.27], [1.87, -3.35, -0.43], [-0.22, 0.20, -1.23], [-3.11, 4.29, 4.66], [1.76, -2.68, -4.47], [-0.64, 0.40, 1.15], [-0.33, 0.99, 0.28], [0.33, 0.26, 0.31], [0.40, 0.06, -0.14], [6.86, 0.86, 5.20], [-0.59, -0.82, -2.08], [-10.95, 5.26, 5.95], [4.15, -4.98, -8.99], [0.06, 0.39, 0.59], [0.33, -0.09, 0.38], [0.65, 0.12, 0.48], [-0.42, -0.64, -1.13]], "mol_weight_da": 815.66, "e_tot_ev": -149415.217, "total_charge": -4, "fmax_ev_per_a": 13.526, "e_homo_ev": 1.31, "homo_lumo_gap_ev": 3.493}

---

Entry 2:
{"formula": "C9H36CaN15O12", "method": "the ωB97M-V functional and the def2-TZVPD basis", "symbols": ["Ca", "N", "O", "O", "O", "C", "O", "H", "H", "H", "H", "C", "O", "H", "H", "H", "H", "C", "O", "N", "N", "H", "H", "H", "H", "C", "O", "N", "N", "H", "H", "H", "H", "C", "O", "N", "N", "H", "H", "H", "H", "C", "O", "N", "N", "H", "H", "H", "H", "C", "O", "N", "N", "H", "H", "H", "H", "C", "O", "N", "N", "H", "H", "H", "H", "C", "O", "N", "N", "H", "H", "H", "H"], "xyz": [[-1.3314, 2.1070, -3.3812], [0.3208, 0.0795, -0.9230], [1.4031, -0.1707, -1.4259], [0.1201, -0.3565, 0.2051], [-0.5545, 0.7018, -1.5511], [-3.2637, 0.4025, 1.4991], [-2.1582, 1.1148, 1.1840], [-2.9323, -0.1844, 2.3557], [-4.1002, 1.0427, 1.7791], [-3.4795, -0.3502, 0.7409], [-1.5387, 0.5247, 0.7484], [-0.5433, -2.0665, 3.7582], [-1.2888, -1.0109, 4.2998], [-1.1792, -2.9277, 3.5533], [-0.1410, -1.8681, 2.7647], [0.2497, -2.3722, 4.4407], [-0.9470, -0.1196, 4.1980], [2.6868, -1.5980, 2.4675], [2.4238, -0.4542, 2.7440], [2.1811, -2.2368, 1.4697], [3.4659, -2.3304, 3.1711], [1.6532, -1.5527, 0.9468], [2.3796, -3.1893, 1.1986], [3.7878, -3.2398, 2.8719], [3.7689, -1.8087, 3.9811], [-0.1654, 4.0015, -0.7799], [-0.7422, 3.6601, -1.7794], [-0.6876, 3.8656, 0.4333], [0.8924, 4.7410, -0.8551], [-0.1425, 4.0716, 1.2583], [-1.5692, 3.3728, 0.4407], [1.2598, 4.9095, -1.7807], [1.4664, 5.0445, -0.0815], [-1.7548, -3.7391, 0.3535], [-0.7591, -4.3652, 0.7375], [-1.8365, -2.4713, 0.1736], [-2.9794, -4.2239, 0.1661], [-1.0557, -1.8556, 0.3507], [-2.7474, -2.1043, -0.0622], [-3.6451, -3.5576, -0.1986], [-3.2224, -5.1412, 0.5119], [0.5517, -0.0085, -5.3246], [-0.3858, 0.7683, -5.2221], [1.1829, -0.6926, -4.3788], [1.2310, -0.1388, -6.4136], [0.8026, -0.6750, -3.4433], [1.9130, -1.3169, -4.6908], [1.0102, 0.5209, -7.1458], [2.1449, -0.5688, -6.4129], [-2.8532, -0.9122, -3.9730], [-2.7997, 0.1168, -3.3175], [-2.9725, -2.1252, -3.4187], [-2.9300, -0.9038, -5.2415], [-2.9591, -2.0803, -2.4098], [-2.9362, -2.9975, -3.9265], [-2.8526, -0.0007, -5.6869], [-2.8986, -1.7525, -5.7881], [0.1649, 2.1516, 4.1872], [-0.5161, 3.0003, 4.6798], [-0.0866, 1.3557, 3.1714], [1.3081, 1.9384, 4.6214], [-0.9392, 1.5654, 2.6721], [0.5732, 0.7001, 2.7778], [1.9485, 1.2544, 4.2441], [1.6560, 2.5702, 5.3285], [3.7334, 2.1137, 0.5523], [4.4736, 2.9670, 1.0086], [2.4613, 2.0907, 0.8193], [4.1048, 1.1578, -0.2292], [2.0262, 2.8262, 1.3577], [1.9528, 1.2741, 0.5115], [5.0978, 1.0555, -0.3830], [3.4983, 0.4008, -0.5104]], "forces_ev_per_angstrom": [[0.28, -1.37, 1.06], [0.84, -0.87, -0.16], [1.04, 0.28, -1.31], [-1.20, 0.43, 1.33], [-0.79, 0.65, -0.53], [-0.78, -2.05, 1.66], [1.67, 2.50, -1.60], [-0.93, -0.38, 0.59], [0.01, -0.13, -0.31], [-0.73, 0.29, -0.36], [0.50, 0.02, -0.06], [0.21, 0.08, -0.37], [-1.36, -0.51, 0.42], [-0.33, 0.03, 0.48], [0.39, 0.41, -0.02], [0.21, -0.09, -0.10], [0.68, -0.17, -0.41], [-0.20, -0.26, 0.03], [-0.86, 2.89, 0.52], [-2.17, -0.11, -3.79], [3.09, -1.36, 3.53], [-0.44, -1.00, -0.95], [-0.34, 0.46, -0.02], [0.08, 0.39, 0.57], [0.69, -0.92, 0.18], [-0.19, 1.55, 3.45], [-2.40, -2.24, -4.46], [-0.54, -0.83, 0.23], [3.42, 1.62, -0.97], [-0.56, -0.15, 0.06], [0.19, -0.25, 0.80], [0.10, -0.02, 0.30], [-0.25, -0.15, -0.06], [1.81, -3.41, 1.95], [-0.84, 0.47, -0.59], [0.90, 5.29, -1.17], [-1.92, -2.29, -0.56], [-0.18, -0.03, -0.12], [0.72, 0.58, 0.42], [-0.46, -1.11, 0.42], [-0.15, 0.28, -0.34], [2.09, -0.37, 1.43], [-2.20, 1.57, 1.24], [-1.13, -0.52, 1.95], [0.96, 0.55, -4.70], [0.59, -0.37, 0.23], [-0.27, -0.03, 0.89], [0.22, -0.33, -0.19], [-0.33, 0.22, -0.29], [-0.72, -1.63, 1.98], [0.64, 2.45, 1.34], [0.22, -0.20, 1.59], [0.11, 0.54, -4.98], [0.17, -0.67, -0.18], [-0.05, 0.26, 0.31], [0.06, -0.48, -0.29], [-0.11, 0.39, -0.06], [-2.00, 0.61, -0.93], [-3.07, 2.22, 0.32], [-2.91, -1.20, -3.13], [8.39, -0.92, 3.79], [0.04, -0.43, -0.22], [0.21, 0.10, 0.09], [-0.07, 0.05, -0.03], [-0.04, -0.32, -0.03], [1.25, 2.61, 1.89], [0.82, 0.77, 0.05], [-4.19, 0.01, 0.35], [2.29, -3.42, -2.93], [0.27, -0.59, 0.08], [-0.37, 0.42, 0.58], [-0.26, -0.04, 0.04], [0.14, 0.19, 0.07]], "mol_weight_da": 586.56, "e_tot_ev": -75275.828, "total_charge": 1, "fmax_ev_per_a": 9.252, "e_homo_ev": -10.99, "homo_lumo_gap_ev": 7.162, "relative_energy_kcal_mol": 87.0}